C44H33Cl7CoGeNO5SSe as an isolated structure. Source: the OMol25 dataset; level of theory: ωB97M-V/def2-TZVPD.

Results
ΔE to the lowest compared entry with this formula, charge and spin   15.5 kcal per mole
Orbital gap   5.5766 eV
E   -11608.274188 Ha
Charge   -2

Geometry (Å):
Se (2.54, -2.89, 0.25)
Ge (-0.89, 1.50, -0.01)
Co (0.64, -0.25, 0.35)
Cl (2.61, 1.20, 4.53)
Cl (-0.77, -2.63, 6.39)
Cl (1.42, -0.44, 6.94)
Cl (4.04, 0.24, -3.01)
Cl (4.10, 2.51, -1.19)
Cl (2.92, 2.79, -3.81)
Cl (-1.76, -3.12, 3.43)
S (-0.06, -2.59, -1.62)
O (0.80, 1.29, -2.61)
O (-0.22, -1.14, -1.22)
O (1.43, 0.40, 1.90)
O (-0.39, -1.35, 1.46)
O (1.89, 0.70, -0.72)
N (5.89, -5.03, 2.82)
C (1.46, 5.16, -0.28)
C (0.87, -0.75, 5.32)
C (-0.57, -1.71, -4.16)
C (-0.10, -1.71, 5.09)
C (5.22, -3.39, 1.19)
C (-0.08, 3.25, -0.54)
C (-2.16, 1.34, 2.72)
C (1.18, -0.76, -5.51)
C (-3.06, 1.73, 3.71)
C (-4.44, -1.94, 0.09)
C (0.99, -0.25, 2.95)
C (-1.03, -2.72, -3.15)
C (0.99, 5.68, -1.51)
C (6.17, -4.05, 1.95)
C (-1.45, -0.76, -4.65)
C (-0.53, -1.95, 3.77)
C (-1.02, 0.18, -5.58)
C (-3.91, 2.80, 3.49)
C (0.29, 0.18, -6.01)
C (-3.08, -2.19, 0.11)
C (0.91, 3.94, 0.22)
C (0.75, -1.70, -4.60)
C (-4.81, -3.93, -1.19)
C (-0.49, 3.79, -1.73)
C (1.77, 1.17, -1.88)
C (-3.85, 3.49, 2.28)
C (0.00, -1.23, 2.71)
C (2.46, 5.83, 0.46)
C (-1.10, -3.61, -0.53)
C (2.91, 5.32, 1.65)
C (3.58, -4.72, 2.24)
C (2.38, 4.11, 2.15)
C (-2.57, -3.32, -0.53)
C (3.86, -3.71, 1.30)
C (-2.94, 3.09, 1.31)
C (-5.31, -2.80, -0.56)
C (4.60, -5.32, 2.95)
C (-3.45, -4.19, -1.17)
C (1.41, 3.45, 1.45)
C (-2.08, 2.01, 1.50)
C (3.15, 1.68, -2.44)
C (1.41, -0.01, 4.25)
C (-2.18, 1.14, -1.44)
C (0.04, 5.01, -2.22)
H (-2.91, 1.96, -1.48)
H (7.22, -3.79, 1.84)
H (-3.09, 1.19, 4.65)
H (-2.47, -0.74, -4.29)
H (1.42, 6.60, -1.88)
H (-2.71, 0.22, -1.24)
H (-3.06, -5.07, -1.67)
H (-0.81, -3.74, -3.49)
H (-2.90, 3.65, 0.38)
H (-4.50, 4.33, 2.10)
H (-5.48, -4.62, -1.70)
H (0.64, 0.94, -6.70)
H (-0.63, -3.45, 0.45)
H (2.55, -5.02, 2.40)
H (-1.51, 0.50, 2.92)
H (2.87, 6.75, 0.06)
H (3.69, 5.83, 2.20)
H (1.04, 2.50, 1.83)
H (-2.39, -1.54, 0.63)
H (-0.31, 5.39, -3.17)
H (1.46, -2.41, -4.19)
H (-1.65, 1.05, -2.39)
H (-4.82, -1.05, 0.59)
H (-1.72, 0.93, -5.94)
H (-6.37, -2.60, -0.57)
H (4.36, -6.10, 3.67)
H (-4.61, 3.11, 4.26)
H (-1.21, 3.27, -2.34)
H (-2.09, -2.63, -2.92)
H (-0.88, -4.63, -0.85)
H (5.53, -2.61, 0.50)
H (2.74, 3.70, 3.08)
H (2.22, -0.73, -5.81)

Löwdin atomic charge list, values in e, 6 entries: Se 0.609; Ge 1.048; Co 0.355; Cl 0.691; Cl 0.607; Cl 0.609

C21H29CoF3N2OSSi as an isolated structure. Source: the OMol25 dataset; level of theory: ωB97M-V/def2-TZVPD.

Results
ΔE to the lowest compared entry with this formula, charge and spin   0.0 kcal per mole
Orbital gap (alpha / beta)   5.4992 / 5.5064 eV
Spin multiplicity   2
E   -3372.407755 Ha
Charge   -2

Geometry (Å):
Co (-0.39, 0.32, -0.56)
S (2.69, -0.06, -2.60)
Si (-0.61, -1.52, 2.77)
F (2.70, -2.12, -4.98)
F (2.95, -4.17, -4.39)
F (4.24, -2.66, -3.56)
O (-1.86, -0.46, -2.72)
N (0.84, -1.35, -1.16)
N (1.16, 1.94, 0.18)
C (0.28, 2.57, 1.16)
C (1.54, 2.88, -0.86)
C (-0.55, 1.35, -3.45)
C (-3.12, 4.12, 0.48)
C (-1.59, 1.83, -0.28)
C (0.19, -2.44, -0.78)
C (-1.23, -0.53, 1.39)
C (0.36, -3.70, -1.33)
C (-2.90, 2.03, -0.73)
C (-3.66, 3.15, -0.36)
C (2.34, 1.37, 0.81)
C (-0.99, 0.35, -2.38)
C (-1.71, -1.45, 4.31)
C (-1.82, 3.95, 0.95)
C (1.79, -1.44, -2.14)
C (1.08, -0.99, 3.44)
C (1.27, -3.81, -2.36)
C (-0.41, -3.36, 2.42)
C (-1.09, 2.82, 0.59)
C (1.97, -2.71, -2.78)
C (2.96, -2.88, -3.91)
H (1.42, -4.76, -2.85)
H (0.55, 1.42, -3.46)
H (2.09, 2.35, -1.64)
H (-0.52, -2.29, 0.02)
H (-1.32, -3.79, 1.99)
H (-1.74, 0.34, 1.84)
H (-0.92, 1.08, -4.45)
H (-0.22, -4.54, -0.97)
H (2.93, 2.16, 1.32)
H (-2.02, -1.08, 0.85)
H (-3.34, 1.30, -1.39)
H (-0.18, -3.91, 3.34)
H (0.19, 1.87, 2.00)
H (2.95, 0.88, 0.06)
H (-2.72, -1.83, 4.08)
H (0.74, 3.50, 1.55)
H (-4.67, 3.26, -0.74)
H (2.02, 0.63, 1.55)
H (0.40, -3.55, 1.71)
H (-1.31, -2.04, 5.15)
H (2.17, 3.69, -0.44)
H (1.11, 0.09, 3.61)
H (-1.38, 4.69, 1.60)
H (0.64, 3.32, -1.29)
H (1.87, -1.24, 2.74)
H (-0.95, 2.33, -3.16)
H (1.29, -1.49, 4.40)
H (-1.82, -0.42, 4.65)
H (-3.70, 4.99, 0.75)

Löwdin atomic charge list, values in e, 6 entries: Co 0.356; S 0.581; Si 0.356; F 0.105; F 0.064; F 0.098

A 2-piece molecular cluster, C4H6IP overall in a non-equilibrium geometry. Source: the OMol25 dataset; level of theory: ωB97M-V/def2-TZVPD.

Results
ΔE to the lowest compared entry with this formula, charge and spin   147.6 kcal per mole
Orbital gap   8.6923 eV
E   -794.831432 Ha

Geometry (Å):
I (2.59, 2.64, 0.27)
P (-1.17, -1.45, 0.94)
C (-0.46, -0.38, -1.65)
C (0.55, 2.05, 0.28)
C (0.26, 0.27, -0.77)
C (0.08, -1.11, -0.33)
H (0.41, 1.66, 1.27)
H (-1.33, -2.75, 1.15)
H (0.86, -2.00, -0.44)
H (-0.14, 2.64, -0.38)
H (-0.50, -1.20, 2.13)
H (-1.14, -0.36, -2.47)

Löwdin atomic charge list, values in e, 6 entries: I 0.686; P 0.785; C -0.026; C -0.539; C -0.201; C -0.593

A 14-piece molecular cluster, H28O14 overall in a non-equilibrium geometry. Source: the OMol25 dataset; level of theory: ωB97M-V/def2-TZVPD.

Results
ΔE to the lowest compared entry with this formula, charge and spin   51.1 kcal per mole
Orbital gap   10.4263 eV
E   -1070.119579 Ha

Geometry (Å):
O (0.35, 1.42, 2.68)
O (0.43, -0.26, 0.23)
O (-0.06, 2.41, 0.20)
O (-1.38, -3.94, 0.68)
O (0.52, 3.62, -2.20)
O (2.26, -1.49, -1.45)
O (1.88, -3.87, -0.30)
O (-1.41, -1.91, 2.38)
O (-1.98, 0.87, 1.47)
O (-2.82, 2.30, -1.36)
O (2.40, 1.64, -1.22)
O (-1.66, -1.75, -0.71)
O (-0.94, 0.50, -2.21)
O (2.70, 0.16, 1.39)
H (1.92, -3.00, -0.71)
H (-0.92, -3.58, 1.44)
H (0.95, 1.54, 1.94)
H (-1.45, 0.14, 1.17)
H (0.51, 2.25, 3.22)
H (-1.68, -1.91, 3.31)
H (-1.22, 1.29, 1.92)
H (-1.00, 2.29, 0.17)
H (1.55, -0.92, -1.19)
H (-2.60, -1.79, -0.79)
H (3.25, 2.08, -1.01)
H (0.31, 3.14, -1.44)
H (-1.50, -2.66, -0.43)
H (-2.50, 2.96, -0.78)
H (2.37, -1.53, -2.41)
H (0.15, 4.54, -2.10)
H (0.07, 0.45, -0.25)
H (2.78, -4.19, -0.44)
H (-1.02, -4.80, 0.60)
H (-2.28, -1.82, 1.92)
H (-0.16, -1.01, 0.13)
H (0.08, 3.31, 0.68)
H (1.79, 2.03, -0.66)
H (-2.17, 1.65, -1.61)
H (-1.12, -0.43, -2.19)
H (1.92, -0.01, 0.95)
H (-0.99, 0.64, -3.17)
H (2.67, -0.34, 2.16)

Löwdin atomic charge list, values in e, 6 entries: O -0.062; O -0.041; O -0.088; O -0.037; O -0.057; O -0.035

Which value of E does entry 1 give?
-11608.274188 Ha

Among the records above, which one has the lowest E?
C44H33Cl7CoGeNO5SSe